## a
ORCA calculation (the ωB97M-V functional and the def2-TZVPD basis) on the molecule C4H8N2O2S.

Atoms and positions in Å:
C: 1.24061 0.73559 -0.57904
C: -0.25525 -0.30289 0.92535
C: -0.48078 2.21751 0.51987
C: -1.08051 -2.32913 -1.01021
N: -0.02596 0.94237 -0.05957
N: 1.83160 -0.30924 -0.11987
O: 2.97309 -0.71689 -0.27812
O: 0.90500 -1.00752 0.84875
S: -1.60852 -1.41956 0.50298
H: 1.85174 1.59778 -0.82791
H: -0.54429 0.19280 1.87899
H: -0.18876 2.40412 1.50710
H: -0.11500 3.16149 0.04900
H: -1.52066 2.32975 0.47498
H: -1.39312 -1.81791 -1.86730
H: -1.62884 -3.33022 -0.96012
H: 0.03965 -2.34805 -1.00490

The HOMO energy (alpha / beta) is -8.082 / -8.081 eV. The calculation puts the HOMO-LUMO gap (alpha / beta) at 8.66 / 8.66 eV. As for the LUMO energy (alpha / beta): 0.58 / 0.58 eV.

---

## b
ORCA calculation (the ωB97M-V functional and the def2-TZVPD basis) on the molecule C4H8N2O2S.

Atoms and positions in Å:
C: -0.44200 -0.02065 -1.20929
C: -0.09484 -0.34290 0.30485
C: 1.35025 -0.85475 0.18058
C: -1.06972 -1.39039 0.73804
N: -0.26825 1.06303 -1.64326
N: 0.01027 0.65531 1.19752
O: 1.71840 2.66048 -1.10037
O: -0.47644 3.62674 -0.77037
S: 0.35978 2.46839 -0.69387
H: -1.08653 -0.86405 -1.58722
H: 1.91607 -0.17086 -0.48401
H: 1.26753 -1.81480 -0.29406
H: 1.80861 -0.80187 1.15907
H: -1.59376 -2.02185 -0.02592
H: -1.92574 -0.97007 1.09792
H: -0.57604 -2.09470 1.48534
H: -0.89759 0.87295 1.64506

The HOMO energy (alpha / beta) is -9.547 / -9.835 eV. The calculation puts the HOMO-LUMO gap (alpha / beta) at 7.99 / 8.06 eV. As for the LUMO energy (alpha / beta): -1.55 / -1.77 eV.

---

## c
ORCA calculation (the ωB97M-V functional and the def2-TZVPD basis) on the molecule C4H8N2O2S.

Atoms and positions in Å:
C: -0.21010 -0.42312 -0.55881
C: 0.60472 0.15066 0.38689
C: -1.45905 -1.16120 -0.09513
C: 0.15639 -0.74096 -1.91725
N: -0.62936 1.71900 2.32582
N: 1.96619 0.76166 0.30646
O: 2.88602 -0.00839 0.11446
O: 2.11063 1.94505 0.42786
S: 0.01569 0.13066 2.24546
H: -1.23345 -2.18630 0.15519
H: -1.94548 -0.81880 0.79265
H: -2.06108 -1.14345 -1.02115
H: -0.29371 -1.67244 -2.28298
H: 0.00711 0.03855 -2.65776
H: 1.25784 -0.90580 -1.92249
H: -1.25391 1.82731 1.55807
H: 0.08153 2.48757 2.14270

The HOMO energy is -9.471 eV. The calculation puts the HOMO-LUMO gap at 9.52 eV. As for the LUMO energy: 0.05 eV.

---

Most stable: c

---

## a
ORCA calculation (the ωB97M-V functional and the def2-TZVPD basis) on a cluster of 3 separate species, C2H3IN2O in total.

Atoms and positions in Å:
C: -0.14868 -0.82565 1.16799
C: 0.55557 0.01768 1.63142
N: 1.67393 0.96808 -0.90986
N: 1.26496 1.91893 -1.32473
O: 2.10426 -0.00224 -0.52815
I: -3.57265 -0.51842 -1.11442
H: -0.76491 -1.64108 1.00873
H: -2.18227 -0.83549 -1.72386
H: 1.06979 0.91819 1.79288

The HOMO energy is -10.153 eV. The calculation puts the HOMO-LUMO gap at 10.77 eV. As for the LUMO energy: 0.61 eV.

---

## b
ORCA calculation (the ωB97M-V functional and the def2-TZVPD basis) on a structure of composition C2H3IN2O.

Atoms and positions in Å:
C: -0.64403 0.84008 0.27163
C: -0.16474 -0.07784 -0.69258
N: 1.32199 -0.42611 1.37656
N: -0.08176 -1.31439 -0.30119
O: 0.66037 0.51629 1.51699
I: 0.78791 -2.62498 -1.60127
H: -0.48230 1.89680 -0.08565
H: -1.47168 0.71727 1.05782
H: 0.07424 0.47288 -1.54231

The HOMO energy (alpha / beta) is -8.269 / -8.266 eV. The calculation puts the HOMO-LUMO gap (alpha / beta) at 7.88 / 7.88 eV. As for the LUMO energy (alpha / beta): -0.39 / -0.39 eV.

---

Most stable: a